[1]
Here is a structure of composition C26H32BrFFeN3O from the Open Molecules 2025 dataset. Energies are from the ωB97M-V functional and the def2-TZVPD basis.

Structure (XYZ):
```
65
Properties=species:S:1:pos:R:3:lowdin_charge:R:1
Fe 0.7192 0.8441 0.8895 0.897
C -0.3134 0.7826 -4.3233 -0.052
C 0.2715 0.4001 -2.9630 -0.376
C 1.7163 -0.0819 -3.1036 -0.051
C -0.5711 -0.6465 -2.2606 -0.146
C -0.8375 -1.8560 -2.8940 -0.029
C -1.5859 -2.8378 -2.2691 -0.058
C -2.0809 -2.6236 -0.9930 -0.031
C -1.8400 -1.4301 -0.3196 -0.155
C -2.4414 -1.1808 1.0523 -0.374
C -3.8229 -0.5319 0.9203 -0.036
C -2.5405 -2.4388 1.9140 -0.068
C -1.0761 -0.4403 -0.9672 -0.209
N -0.7654 0.7616 -0.2649 -0.091
C -1.4798 1.9170 -0.5220 -0.248
C -2.5686 2.0384 -1.3889 -0.024
C -3.2219 3.2551 -1.5418 -0.072
C -2.8190 4.3857 -0.8472 -0.082
C -1.7286 4.3028 0.0145 -0.012
C -1.1077 3.0915 0.1367 -0.178
F 0.0104 2.9909 0.9804 -0.020
H 0.2281 1.6295 -4.7470 0.084
H -1.3635 1.0603 -4.2335 0.080
H -0.2421 -0.0434 -5.0337 0.079
H 0.2806 1.2967 -2.3431 0.116
H 1.7716 -0.9933 -3.7018 0.085
H 2.1514 -0.3085 -2.1251 0.045
H 2.3360 0.6754 -3.5864 0.087
H -0.4563 -2.0306 -3.8930 0.115
H -1.7890 -3.7710 -2.7781 0.109
H -2.6690 -3.3986 -0.5190 0.110
H -1.7989 -0.4659 1.5697 0.106
H -4.5094 -1.2038 0.4003 0.092
H -3.7741 0.4010 0.3602 0.065
H -4.2420 -0.3146 1.9044 0.086
H -3.2819 -3.1394 1.5275 0.079
H -2.8546 -2.1733 2.9250 0.085
H -1.5894 -2.9727 1.9775 0.061
H -2.8986 1.1674 -1.9411 0.121
H -4.0648 3.3157 -2.2175 0.110
H -3.3387 5.3247 -0.9704 0.107
H -1.3679 5.1564 0.5717 0.123
C 1.3524 -3.3306 3.7463 -0.009
N 1.0680 -2.2046 2.8490 -0.146
C 1.1469 -2.4244 1.4102 -0.007
C 0.8003 -1.0199 3.3616 -0.249
O 0.6214 0.0293 2.7153 -0.079
H 1.3271 -4.2490 3.1674 0.095
H 0.5938 -3.3955 4.5236 0.100
H 2.3383 -3.2313 4.1976 0.100
H 0.7164 -3.3953 1.1748 0.103
H 2.1822 -2.4008 1.0655 0.104
H 0.5529 -1.6811 0.8775 0.061
H 0.7261 -0.9928 4.4519 0.164
Br 7.2841 2.1774 1.4567 0.840
C 5.4541 1.8576 1.2322 -0.676
C 5.0206 0.8627 0.3674 -0.078
C 3.6626 0.6592 0.2382 -0.103
N 2.7492 1.3788 0.9073 -0.028
C 3.1837 2.3414 1.7312 -0.094
C 4.5224 2.6146 1.9253 -0.076
H 5.7209 0.2642 -0.1964 0.116
H 3.2822 -0.0956 -0.4387 0.095
H 2.4236 2.9180 2.2440 0.124
H 4.8268 3.4039 2.5965 0.116
```

For the LUMO energy (alpha / beta), the calculation gives -2.93 / -3.21 eV. Its spin multiplicity is 5. The total energy is -5186.8818 hartree. As for the net charge: +1.

=====

[2]
Here is a structure of composition CaH4N5O17 from the Open Molecules 2025 dataset. Energies are from the ωB97M-V functional and the def2-TZVPD basis.

Structure (XYZ):
```
27
Properties=species:S:1:pos:R:3:lowdin_charge:R:1
Ca 0.0419 -0.4206 -0.0302 1.478
N -3.3539 -0.3032 -0.5734 -0.663
O -4.0499 0.2461 -1.3281 -0.012
O -3.9705 -1.1098 0.1619 -0.070
O -2.1479 -0.2260 -0.7337 -0.156
N 0.9104 -0.9752 3.2683 -0.707
O 0.7132 -1.4465 2.1660 -0.130
O 2.0465 -0.8054 3.6337 -0.044
O -0.0250 -0.6761 3.9503 -0.034
N -1.2767 -3.1998 -0.8658 -0.659
O -1.9920 -4.1935 -0.7165 -0.064
O -0.5211 -2.9253 0.0153 -0.083
O -1.1640 -2.6719 -1.9946 -0.072
N 2.7280 1.6662 0.4417 -0.664
O 3.2749 1.7894 -0.6341 -0.041
O 2.0880 0.6389 0.5995 -0.145
O 2.7897 2.5467 1.2639 -0.016
N 0.1231 2.7381 -1.7947 -0.667
O 0.0924 3.4135 -0.8068 -0.024
O 0.0831 1.5177 -1.7231 -0.100
O 0.2103 3.2769 -2.8992 -0.077
O 1.4641 -1.1216 -1.6381 -0.139
H 1.5492 -2.0145 -1.9722 0.055
H 2.1625 -0.6342 -2.0752 0.060
O -0.5976 1.2395 1.4234 -0.131
H -1.3218 1.8379 1.2398 0.063
H 0.1429 1.8126 1.6218 0.044
```

For the LUMO energy, the calculation gives 7.22 eV. The total energy is -2232.4434 hartree. As for the net charge: -3.